A cluster of 2 separate species, C4H8F2N2 in total at a distorted geometry, computed with wB97M-V/def2-TZVPD.

## Properties
gap between HOMO and LUMO	9.41	eV
multiplicity	1
ΔE to the lowest compared entry with this formula, charge and spin	68.4	kcal per mole
E_tot	-12689.359	eV
E_HOMO	-8.39	eV

Each line ends with the Löwdin charge.
Positions of all 16 atoms, in Å:
C -2.28944 -0.24168 0.60201  -0.06
C 1.50468 -1.50742 -0.19072  0.00
C 0.87401 0.96056 -0.61436  -0.19
C 1.85081 -0.06705 -0.07687  -0.53
N -2.90887 0.76023 0.09123  -0.04
N -0.05730 1.46121 0.01474  0.10
F 1.83978 0.24133 1.31979  -0.01
F 3.10358 0.25549 -0.52383  0.06
H -2.92250 -1.03589 0.65619  -0.04
H 0.41519 -1.54968 -0.19379  0.07
H 1.83120 -2.19091 0.60487  0.09
H 2.15109 -2.04003 -0.98750  0.12
H 1.07791 1.26807 -1.69972  0.14
H -3.87080 0.88131 -0.08212  0.07
H -2.42977 1.77568 0.09767  0.14
H -0.16957 1.02878 0.98242  0.07


An isolated molecule of C19H25N3O4S at a distorted geometry, computed with wB97M-V/def2-TZVPD.

## Properties
gap between HOMO and LUMO	8.94	eV
multiplicity	1
ΔE to the lowest compared entry with this formula, charge and spin	77.4	kcal per mole
E_tot	-43603.582	eV
E_HOMO	-8.92	eV
SMILES string	CCCCn1ccnc1C(=O)c1cc(S(=O)(=O)N2CCOCC2)ccc1C

Each line ends with the Löwdin charge.
Positions of all 52 atoms, in Å:
C -3.96581 1.52271 -3.97808  -0.11
C -2.50014 1.75931 -4.31992  -0.27
C -1.68060 2.08293 -3.07424  -0.19
C -0.20654 2.31048 -3.41940  -0.14
N 0.55186 2.66152 -2.24717  -0.02
C 0.83683 3.91708 -1.83822  -0.04
C 1.51618 3.79754 -0.64499  -0.12
N 1.63911 2.50523 -0.32042  0.14
C 1.04644 1.81812 -1.28616  -0.23
C 1.00867 0.36587 -1.33712  -0.28
O 0.57981 -0.26444 -2.28951  0.09
C 1.53871 -0.28621 -0.10400  -0.10
C 0.98008 0.06046 1.12060  -0.01
C 1.41420 -0.56419 2.26870  -0.25
S 0.61544 -0.17742 3.82451  0.69
O -0.01375 1.10533 3.71514  -0.28
O 1.54619 -0.41163 4.88978  -0.28
N -0.63165 -1.27148 4.05858  -0.23
C -0.26842 -2.62111 4.41142  -0.15
C -0.27695 -3.53432 3.16289  -0.17
O -0.35111 -2.76675 1.98385  -0.16
C -1.55272 -2.03474 1.90478  -0.17
C -1.75766 -1.16139 3.16774  -0.15
C 2.42759 -1.49991 2.23475  -0.04
C 2.98713 -1.83902 1.01650  -0.01
C 2.54216 -1.25984 -0.16634  -0.19
C 3.15697 -1.64044 -1.47657  -0.03
H -4.53452 1.29457 -4.87610  0.07
H -4.06471 0.68854 -3.28746  0.07
H -4.39825 2.40604 -3.51300  0.07
H -2.08863 0.86678 -4.79475  0.11
H -2.42122 2.58418 -5.03216  0.11
H -1.75089 1.25291 -2.36873  0.11
H -2.08177 2.97673 -2.58910  0.12
H 0.21096 1.39539 -3.84479  0.12
H -0.11120 3.12378 -4.14434  0.13
H 0.55617 4.78066 -2.40697  0.12
H 1.91559 4.56871 -0.01795  0.10
H 0.21096 0.81230 1.19266  0.12
H -0.97697 -2.98943 5.16208  0.13
H 0.71900 -2.55855 4.86705  0.11
H 0.64532 -4.11056 3.08085  0.12
H -1.12927 -4.22982 3.20252  0.12
H -1.45766 -1.42794 1.00327  0.12
H -2.39902 -2.72841 1.78026  0.12
H -2.65527 -1.47468 3.71207  0.13
H -1.84941 -0.10482 2.91960  0.11
H 2.76901 -1.94133 3.15757  0.12
H 3.77956 -2.57224 0.97821  0.11
H 3.68783 -0.78966 -1.90336  0.09
H 2.38449 -1.93554 -2.18299  0.08
H 3.85789 -2.46128 -1.35156  0.08


A cluster of 4 separate species, CH7O5 in total at a distorted geometry, computed with wB97M-V/def2-TZVPD.

## Properties
gap between HOMO and LUMO	8.89	eV
multiplicity	1
ΔE to the lowest compared entry with this formula, charge and spin	18.9	kcal per mole
E_tot	-11390.065	eV
E_HOMO	-4.90	eV
charge	-1

Each line ends with the Löwdin charge.
Positions of all 13 atoms, in Å:
O 0.98364 1.62545 -0.04375  -0.17
C 1.31098 0.50434 0.53999  -0.62
O 0.68654 -0.39193 1.07006  -0.08
H 2.44095 0.47961 0.68207  0.10
H -1.87213 -0.89161 1.06185  0.05
H -1.06996 -1.17372 -0.04320  -0.01
O -1.94723 -1.41196 0.23452  -0.09
H 0.97940 -2.42795 0.76538  -0.06
H -0.45107 -3.02226 0.62486  0.06
O 0.55313 -3.23000 0.62045  -0.10
H -1.17620 3.77303 -1.62618  0.01
H 0.10478 2.80344 -1.67204  0.03
O -0.54285 3.36354 -2.21402  -0.12


An isolated molecule of C3H3N3O2 at a distorted geometry, computed with wB97M-V/def2-TZVPD.

## Properties
gap between HOMO and LUMO	8.38	eV
multiplicity	1
ΔE to the lowest compared entry with this formula, charge and spin	95.7	kcal per mole
E_tot	-11721.807	eV
E_HOMO	-9.09	eV
SMILES string	O=C1NC=N/C1=N/O

Each line ends with the Löwdin charge.
Positions of all 11 atoms, in Å:
O 1.73473 -1.06499 -0.37631  0.13
C 0.83664 -0.29761 -0.39085  -0.38
N 0.80261 1.03445 -0.98088  0.08
C -0.54111 1.60319 -0.91940  -0.08
N -1.30980 0.76132 -0.19893  0.06
C -0.60180 -0.39837 0.15286  -0.23
N -1.11552 -1.18823 1.12719  0.06
O -0.22275 -2.13716 1.56211  -0.09
H 1.61520 1.52048 -1.35622  0.14
H -0.59661 2.68204 -1.13800  0.13
H -0.60157 -2.51510 2.51842  0.20


A structure of composition C26H32FN4O6SV, computed with wB97M-V/def2-TZVPD.

## Properties
gap between HOMO and LUMO	8.24	eV
multiplicity	1
ΔE to the lowest compared entry with this formula, charge and spin	12.1	kcal per mole
E_tot	-84965.236	eV
E_HOMO	-8.89	eV

Each line ends with the Löwdin charge.
Positions of all 71 atoms, in Å:
V -0.07932 -0.88341 -1.22866  0.97
O 1.42758 -0.99878 -0.00624  -0.21
N 2.51365 -0.30469 -0.20285  0.06
N 2.41610 0.42222 -1.22054  -0.17
O 1.34682 0.40060 -1.94620  -0.13
C 3.41846 1.42086 -1.51091  -0.15
C 4.64564 1.37699 -0.87034  -0.01
C 5.56938 2.36426 -1.16328  -0.07
C 5.25989 3.36636 -2.07693  -0.08
C 4.02317 3.38201 -2.70296  -0.06
C 3.08188 2.39931 -2.42668  0.01
H 4.86610 0.59135 -0.16291  0.11
H 6.53521 2.35016 -0.67673  0.11
H 5.98751 4.13528 -2.29962  0.10
H 3.78058 4.16144 -3.41222  0.11
H 2.10670 2.39009 -2.89513  0.11
C -1.18128 -2.73995 1.87770  -0.03
C -2.01327 -2.20190 0.71564  -0.65
C -2.73652 -3.33449 -0.01165  -0.03
C -2.99876 -1.13445 1.19118  -0.03
N -1.12157 -1.58227 -0.23265  -0.03
H -1.83725 -3.20663 2.61511  0.09
H -0.62685 -1.93061 2.34941  0.06
H -0.46537 -3.48441 1.52574  0.09
H -3.43567 -3.82051 0.67070  0.09
H -2.02495 -4.07635 -0.37541  0.08
H -3.28998 -2.94496 -0.86591  0.09
H -3.68297 -1.56375 1.92564  0.09
H -3.57815 -0.74764 0.35296  0.09
H -2.46493 -0.29926 1.64808  0.07
C 1.00761 -1.10232 4.51476  -0.06
N 0.60193 -0.03032 3.63618  -0.20
C -0.62557 0.67318 3.94374  -0.04
C 1.41557 0.42401 2.65398  -0.34
O 1.18627 1.39702 1.96272  0.01
H 1.16951 -0.73955 5.53327  0.09
H 1.93443 -1.54189 4.14978  0.09
H 0.24241 -1.88178 4.54218  0.08
H -0.51513 1.29411 4.83770  0.10
H -1.42516 -0.05005 4.11619  0.09
H -0.88445 1.30954 3.09953  0.06
H 2.32419 -0.18727 2.53631  0.13
F 1.22419 -5.60064 -4.89061  0.05
C 0.91837 -4.57403 -4.07009  -0.28
C 1.09466 -4.74057 -2.71101  -0.01
C 0.76666 -3.68583 -1.87183  -0.10
C 0.28842 -2.48346 -2.38769  -0.20
C 0.13245 -2.34739 -3.76631  -0.08
C 0.44288 -3.40131 -4.61767  0.00
H 1.47393 -5.67921 -2.32998  0.12
H 0.89776 -3.80396 -0.80263  0.10
H -0.23868 -1.42206 -4.18858  0.11
H 0.32195 -3.31830 -5.68918  0.12
C -2.75042 3.69383 2.89398  -0.05
C -2.45668 3.17956 1.51048  -0.28
C -1.15907 3.18172 1.01436  -0.05
C -0.88416 2.72042 -0.26469  -0.04
C -1.92302 2.25985 -1.05651  -0.27
C -3.22998 2.25184 -0.58383  -0.05
C -3.48701 2.70919 0.69587  -0.04
S -1.58310 1.60926 -2.65919  0.55
O -0.43173 2.27655 -3.19238  -0.28
O -2.79492 1.62691 -3.41991  -0.28
O -1.26071 0.13596 -2.31406  -0.42
H -1.85169 3.69720 3.51079  0.07
H -3.51017 3.08727 3.38871  0.08
H -3.12659 4.71795 2.85187  0.08
H -0.34596 3.51891 1.64164  0.11
H 0.12756 2.72347 -0.64990  0.11
H -4.02452 1.89330 -1.22403  0.12
H -4.50383 2.70196 1.07168  0.12


A structure of composition C40H39ClErN6OPS at a distorted geometry, computed with wB97M-V/def2-TZVPD.

## Properties
gap between HOMO and LUMO (alpha / beta)	7.54 / 7.52	eV
<S²>	3.753
multiplicity	4
E_tot	-113367.766	eV
E_HOMO (alpha / beta)	-7.35 / -7.33	eV

Each line ends with the Löwdin charge.
Positions of all 90 atoms, in Å:
Er 0.51161 -0.39569 0.28614  1.11
C 1.96966 -2.26907 1.48019  -0.20
C 0.92592 -1.91039 2.36685  -0.24
C 1.16183 -0.59554 2.81230  -0.22
C 2.35566 -0.13914 2.20081  -0.21
C 2.85548 -1.17783 1.38886  -0.19
H 2.12888 -3.24578 1.04830  0.10
H 0.14482 -2.56394 2.72415  0.09
H 0.60955 -0.08422 3.58377  0.10
H 2.86749 0.78125 2.43303  0.09
H 3.80806 -1.18293 0.88313  0.11
O -0.53364 2.88176 2.23234  -0.11
N 0.40117 2.66073 3.23998  0.04
C 1.51331 3.20777 2.97978  -0.14
C 1.88616 4.12449 1.88003  -0.18
C 2.61904 5.22394 2.34009  -0.04
C 2.95175 6.27784 1.51419  -0.07
C 2.58104 6.22806 0.18144  -0.06
C 1.89877 5.12588 -0.30057  -0.11
C 1.52594 4.05537 0.51898  -0.27
P 0.68229 2.62243 -0.32013  1.10
C 1.47687 2.75601 -1.96992  -0.42
C 0.75327 2.89193 -3.14772  -0.08
C 1.41364 2.94253 -4.37088  -0.07
C 2.79422 2.85508 -4.42405  -0.08
C 3.52379 2.70646 -3.24901  -0.07
C 2.86756 2.64729 -2.03370  -0.12
C -1.00370 3.28471 -0.65425  -0.37
C -1.30331 4.64333 -0.72470  -0.07
C -2.60191 5.06886 -0.95967  -0.07
C -3.62954 4.14788 -1.10270  -0.07
C -3.34697 2.79370 -1.02829  -0.06
C -2.04327 2.37118 -0.81304  -0.13
H -1.37295 3.03158 2.70141  0.08
H 2.24382 3.08102 3.77360  0.12
H 2.89623 5.25661 3.38701  0.12
H 3.49201 7.12883 1.90693  0.11
H 2.83713 7.03641 -0.49086  0.11
H 1.66778 5.08983 -1.35670  0.11
H -0.32643 2.96635 -3.11541  0.10
H 0.84110 3.05259 -5.28297  0.11
H 3.30491 2.89618 -5.37733  0.10
H 4.60285 2.62976 -3.28420  0.11
H 3.43702 2.52209 -1.11858  0.12
H -0.53158 5.38565 -0.58207  0.09
H -2.81272 6.12876 -1.02053  0.11
H -4.64606 4.48479 -1.25745  0.11
H -4.14077 2.06293 -1.11542  0.11
H -1.85233 1.30973 -0.74805  0.02
N -1.62168 -0.17160 1.21933  0.05
C -2.58200 0.09201 1.81757  -0.18
C -3.72249 0.43111 2.53451  -0.26
C -3.80849 1.77158 2.97674  -0.24
N -3.81436 2.87531 3.31867  0.13
C -4.71465 -0.52693 2.83780  -0.25
N -5.51443 -1.32139 3.08342  0.14
Cl -0.84198 -0.58890 -2.36909  0.70
C 0.26666 -1.88064 -2.84118  -0.62
C -0.22118 -2.96164 -3.54314  -0.13
C 0.63062 -4.02643 -3.79336  -0.11
C 1.93766 -3.97573 -3.31835  -0.10
C 2.40330 -2.86423 -2.63695  -0.05
C 1.57955 -1.75670 -2.37836  -0.37
C 2.00859 -0.54385 -1.67079  -0.27
H -1.24857 -2.97515 -3.88121  0.11
H 0.27220 -4.89308 -4.33274  0.10
H 2.60481 -4.80913 -3.50289  0.10
H 3.43252 -2.82600 -2.29958  0.11
H 1.72589 0.32105 -2.27421  0.01
H 3.09342 -0.52779 -1.55807  0.05
C -2.21741 -5.21105 3.01714  -0.05
N -2.34859 -4.30986 1.88043  -0.19
C -3.16971 -3.14296 2.15748  -0.10
C -1.55183 -4.37844 0.79421  -0.71
S -1.19863 -3.03656 -0.16900  0.73
N -1.04744 -5.60004 0.47794  -0.21
C 0.03689 -5.70887 -0.48785  -0.09
C -1.85105 -6.81091 0.59921  -0.05
H -2.05664 -4.61073 3.91498  0.10
H -1.36650 -5.87184 2.88836  0.08
H -3.12063 -5.80629 3.16736  0.10
H -4.11486 -3.46488 2.59474  0.08
H -3.36101 -2.59564 1.24010  0.05
H -2.67225 -2.48268 2.87133  0.09
H 0.78723 -4.94594 -0.30118  0.06
H -0.32025 -5.58274 -1.51232  0.08
H 0.48880 -6.69484 -0.37658  0.09
H -2.84535 -6.57911 0.96822  0.09
H -1.38566 -7.54332 1.26207  0.09
H -1.95596 -7.26223 -0.38995  0.09